The following is a DFT calculation (ωB97M-V with the def2-TZVPD basis set) of C6H14Ag2ClN2O2 as an isolated structure at a distorted geometry.

Geometry as ORCA input:
```
! wB97M-V def2-TZVPD RIJCOSX def2/J DEFGRID3
* xyz 1 1
Ag 1.84 -3.86 -1.87
Ag -1.28 -2.46 -3.03
Cl 0.38 -1.79 -1.14
C -2.99 -1.59 1.18
C -2.08 -1.34 2.37
O -2.56 -1.06 3.46
N -0.74 -1.33 2.15
C 0.20 -0.93 3.18
H -3.60 -2.46 1.42
H -2.42 -1.75 0.26
H -3.59 -0.70 1.05
H -0.49 -1.25 1.18
H 0.20 -1.64 4.00
H -0.08 0.06 3.55
H 1.19 -0.77 2.74
C 1.03 1.99 -3.58
C 1.29 2.48 -2.16
O 1.59 3.62 -1.93
N 1.18 1.52 -1.20
C 1.66 1.72 0.16
H -0.02 2.15 -3.85
H 1.28 0.93 -3.66
H 1.66 2.52 -4.28
H 1.10 0.59 -1.56
H 1.75 0.77 0.67
H 0.90 2.24 0.76
H 2.56 2.33 0.16
*
```

Values from the calculation:
HOMO energy (Eh): -0.4323
Max |F| (eV/Å): 1.754